12
Properties=species:S:1:pos:R:3:nbo_charge:R:1 method="wB97M-V/def2-TZVPD" e_above_lowest_kj_mol=666.62 total_charge=+1
C 0.459 0.584 -1.475 0.297
C 0.846 -0.967 -0.834 0.401
C -0.051 0.252 1.287 -0.392
C -1.348 0.014 0.632 -0.313
C -0.032 0.001 -0.201 -0.275
N 0.970 -0.450 -2.070 -0.361
H 0.401 1.636 -1.852 0.279
H 1.963 -1.608 0.025 0.296
H 0.220 1.282 1.728 0.277
H 0.251 -0.569 1.953 0.265
H -1.668 -1.025 0.561 0.256
H -2.011 0.849 0.245 0.269